{
  "formula": "CH4N2",
  "method": "ωB97M-V/def2-TZVPD",
  "e_lumo_ha": 0.0455,
  "e_homo_ev": -9.0,
  "relative_energy_ev": 2.7537,
  "smiles": "C=NN",
  "symbols": ["C", "N", "N", "H", "H", "H", "H"],
  "coordinates": [[-0.411931, -0.496858, 0.899498], [0.451662, 0.264589, 0.383576], [0.375694, 0.657540, -0.911444], [-0.404195, -0.599282, 1.941429], [-1.354436, -0.943308, 0.399715], [1.283392, 1.244103, -1.197744], [0.059814, -0.126783, -1.515030]],
  "forces_ev_per_angstrom": [[-1.890, -0.342, -1.679], [0.279, 0.669, 0.658], [1.867, 0.656, -1.174], [0.371, -0.400, 1.366], [1.590, 0.683, 0.205], [-2.828, -2.392, 0.628], [0.611, 1.126, -0.005]],
  "nbo_charge": [-0.175, -0.227, -0.653, 0.180, 0.136, 0.384, 0.355]
}